(1)
19
Properties=species:S:1:pos:R:3:forces:R:3 method="wB97M-V/def2-TZVPD" homo_lumo_gap_ev=12.55 multiplicity=1 charge=0 total_energy_ev=-5411.896 smiles=CCC.CC e_above_lowest_kj_mol=14.79
C 1.432 0.441 0.359 0.11 0.00 -0.65
C 0.278 1.042 1.147 0.26 -0.26 0.27
C 0.735 1.333 2.567 -0.51 0.65 0.59
H 1.116 -0.301 -0.372 -0.13 0.00 -0.07
H 1.939 1.227 -0.204 0.25 -0.09 0.08
H 2.155 -0.056 1.004 0.05 0.05 0.08
H -0.579 0.367 1.136 0.00 0.05 0.15
H -0.039 1.976 0.677 -0.13 -0.09 0.02
H -0.093 1.670 3.199 -0.01 0.04 -0.10
H 1.466 2.148 2.580 0.09 -0.13 -0.04
H 1.171 0.486 3.096 0.07 -0.20 -0.29
C -1.476 -0.768 -1.429 -0.19 0.31 0.08
C -0.883 -1.793 -2.377 -0.18 -0.17 -0.34
H -1.367 -1.106 -0.402 -0.09 -0.06 0.16
H -1.047 0.240 -1.462 0.20 -0.27 -0.26
H -2.539 -0.640 -1.631 -0.09 -0.06 0.07
H 0.176 -1.983 -2.198 0.01 0.09 -0.05
H -1.411 -2.739 -2.257 0.08 -0.11 0.16
H -1.034 -1.545 -3.432 0.21 0.24 0.12

(2)
35
Properties=species:S:1:pos:R:3:forces:R:3 method="wB97M-V/def2-TZVPD" homo_lumo_gap_ev=8.71 multiplicity=1 charge=0 total_energy_ev=-20405.059 smiles=Cc1c[nH]c2ccccc12.Cc1ccc(O)cc1 e_above_lowest_kj_mol=74.01
C -4.189 0.935 -0.246 0.46 -1.22 0.67
C -2.973 0.931 0.648 -0.87 0.53 -0.26
C -2.365 2.031 1.142 0.25 -0.26 0.20
N -1.371 1.669 2.071 0.07 0.02 -0.07
C -1.406 0.279 2.165 -0.22 -0.25 -0.12
C -0.672 -0.550 3.010 -0.11 1.01 -0.39
C -0.880 -1.898 2.902 -0.15 -1.26 -0.02
C -1.845 -2.417 2.025 -0.28 0.74 -0.83
C -2.616 -1.589 1.235 0.38 0.47 -0.29
C -2.385 -0.206 1.297 0.02 -0.51 0.05
H -4.867 1.708 0.107 -0.06 0.23 -0.69
H -4.703 -0.023 -0.118 -0.15 0.09 0.16
H -3.914 0.912 -1.301 -0.18 0.72 -0.03
H -2.668 3.064 1.050 0.30 0.03 -0.29
H -0.443 2.048 1.921 -0.10 0.37 0.41
H -0.028 -0.013 3.688 0.49 -0.55 0.31
H -0.327 -2.663 3.433 0.24 0.43 0.38
H -1.976 -3.457 1.807 0.23 -0.60 0.55
H -3.270 -2.008 0.478 -0.20 0.03 0.21
C 2.744 -2.028 -3.020 -0.30 0.21 -0.20
C 2.722 -0.780 -2.179 -0.17 -0.18 0.14
C 3.872 -0.081 -1.851 -0.11 0.88 -0.42
C 3.798 1.129 -1.158 -0.22 -0.37 -0.30
C 2.590 1.551 -0.641 -0.87 0.29 -0.03
O 2.419 2.658 0.160 -0.04 0.02 -0.11
C 1.417 0.874 -0.966 0.20 -0.39 0.02
C 1.497 -0.268 -1.742 0.65 0.03 0.16
H 1.735 -2.275 -3.351 -0.09 -0.25 0.40
H 3.200 -2.869 -2.498 -0.07 -0.07 -0.07
H 3.250 -1.871 -3.964 0.59 0.08 -0.12
H 4.835 -0.339 -2.273 0.00 -0.28 0.01
H 4.636 1.795 -1.187 0.57 0.12 0.55
H 3.112 3.306 0.021 0.28 -0.02 -0.01
H 0.454 1.245 -0.636 0.07 0.06 0.08
H 0.618 -0.801 -2.029 -0.59 -0.14 -0.05

(3)
24
Properties=species:S:1:pos:R:3:forces:R:3 method="wB97M-V/def2-TZVPD" homo_lumo_gap_ev=9.54 multiplicity=1 charge=0 total_energy_ev=-11607.288 smiles=Cc1ccc(O)cc1.CC e_above_lowest_kj_mol=33.67
C -0.049 0.625 3.447 0.03 0.03 0.07
C 0.445 0.902 2.053 0.02 0.55 -0.02
C 1.604 0.309 1.556 -0.05 -0.27 0.49
C 2.025 0.475 0.255 -0.30 0.78 -0.79
C 1.291 1.316 -0.576 -0.20 0.22 -0.11
O 1.677 1.495 -1.900 0.25 -0.02 0.38
C 0.182 1.987 -0.089 -0.26 0.02 0.28
C -0.239 1.791 1.224 0.34 -0.31 -0.44
H 0.749 0.400 4.162 0.00 0.01 -0.25
H -0.716 -0.239 3.417 -0.07 0.04 0.16
H -0.601 1.483 3.839 -0.05 -0.13 -0.04
H 2.195 -0.268 2.252 0.11 -0.27 -0.05
H 2.926 0.081 -0.184 0.21 -0.39 0.29
H 1.785 2.442 -2.041 -0.10 -0.12 -0.14
H -0.382 2.664 -0.723 0.13 -0.07 -0.08
H -1.109 2.339 1.557 -0.08 -0.08 0.23
C -2.240 -2.397 -2.383 0.83 -0.39 0.34
C -0.773 -2.030 -2.139 0.39 0.31 -0.34
H -2.250 -3.411 -2.768 -0.15 -0.14 -0.52
H -2.835 -2.502 -1.468 0.01 0.74 -0.19
H -2.625 -1.698 -3.130 -0.49 -0.25 0.31
H -0.600 -0.980 -1.908 -0.30 0.08 0.32
H -0.204 -2.159 -3.064 -0.07 -0.20 -0.07
H -0.254 -2.622 -1.389 -0.21 -0.13 0.18

(4)
21
Properties=species:S:1:pos:R:3:forces:R:3 method="wB97M-V/def2-TZVPD" homo_lumo_gap_ev="8.73 / 4.28" s_squared=0.770 multiplicity=2 charge=+1 total_energy_ev=-12991.351 e_above_lowest_kj_mol=133.18
C -0.573 -1.693 -0.374 2.27 -1.62 1.94
C 0.442 -1.003 -1.220 -0.73 -1.91 2.19
N 0.361 0.402 -1.238 3.22 1.36 0.52
C 0.325 1.195 0.007 -3.54 -0.08 0.65
O 1.467 -1.537 -1.569 -0.20 1.24 -0.93
H -0.706 -2.750 -0.614 -0.41 0.30 -0.76
H 0.028 -1.928 0.627 -1.21 1.06 -1.63
H -1.459 -1.140 -0.187 -0.74 0.33 0.06
H 1.164 0.820 -1.717 -0.30 -0.31 -1.13
H 1.078 1.938 0.211 0.77 -0.05 -0.86
H 0.199 0.603 0.945 -0.22 0.20 -1.00
H -0.646 1.781 -0.215 1.10 -0.54 0.92
H 5.682 -1.780 -2.256 -0.02 0.02 0.01
H 4.348 -1.206 -1.768 0.13 -0.05 0.14
O 4.819 -1.481 -2.558 -0.10 0.03 -0.12
H -2.095 3.430 -2.606 0.13 0.14 0.41
H -3.010 3.619 -1.309 0.44 0.06 0.02
O -2.978 3.581 -2.266 -0.57 -0.16 -0.43
H -3.049 -1.275 6.733 -0.26 -0.08 -0.18
H -2.903 -0.783 5.254 -0.38 -0.19 0.10
O -2.495 -0.791 6.119 0.62 0.27 0.07

(5)
21
Properties=species:S:1:pos:R:3:forces:R:3 method="wB97M-V/def2-TZVPD" homo_lumo_gap_ev=7.12 multiplicity=1 charge=0 total_energy_ev=-19660.060 e_above_lowest_kj_mol=459.42
C -0.782 1.948 -1.394 -0.96 -0.31 2.16
C -0.951 0.956 -2.311 1.26 0.23 -1.01
N 0.004 0.713 -3.314 -1.56 -0.72 0.01
N -1.706 2.103 -0.311 0.50 -0.48 -0.47
H 0.115 2.554 -1.339 0.18 0.03 -0.52
H -1.908 0.449 -2.425 0.30 -0.02 0.29
H -0.356 0.261 -4.168 0.57 0.56 0.88
H 0.767 1.359 -3.428 -0.12 -0.03 0.00
H -1.813 3.045 0.056 0.39 -0.19 -0.28
H -0.463 0.132 -0.493 0.21 0.59 1.13
H -1.369 1.462 0.452 -0.76 0.56 -0.25
C 0.967 -2.052 1.433 0.18 0.17 0.37
C -0.137 -1.413 2.326 0.71 0.03 -1.51
S -0.330 0.383 1.960 -0.03 -0.82 -1.56
N 2.249 -1.360 1.525 0.05 0.49 0.06
H 0.615 -2.042 0.397 0.02 0.18 -0.06
H 1.150 -3.112 1.664 -0.29 0.24 0.23
H 0.205 -1.494 3.344 -0.21 0.05 0.57
H -1.066 -1.937 2.141 -0.30 -0.03 0.33
H 2.770 -1.613 2.379 -0.61 0.39 -0.62
H 2.041 -0.341 1.508 0.47 -0.94 0.25

(6)
72
Properties=species:S:1:pos:R:3:forces:R:3 method="wB97M-V/def2-TZVPD" homo_lumo_gap_ev=7.90 multiplicity=1 charge=0 total_energy_ev=-34673.873 smiles=CC1(C)CCCC(C)(C)N1O.CC1(C)CCCC(C)(C)N1O.O.O.O.O e_above_lowest_kj_mol=165.94
C 1.971 -2.107 2.379 -1.57 0.13 0.12
C 0.436 -2.107 2.766 -0.99 -1.25 0.59
C 0.165 -3.411 3.616 0.27 0.60 -0.25
C 0.034 -0.832 3.596 0.82 0.46 0.79
C -1.427 -0.388 3.713 0.48 -0.56 -1.81
C -2.052 -0.399 2.327 -0.94 -0.59 -0.18
C -1.839 -1.646 1.420 0.28 -2.56 2.07
C -2.767 -2.842 1.936 0.36 1.29 0.17
C -2.295 -1.273 0.025 1.55 0.48 -0.08
N -0.409 -2.152 1.540 -0.07 2.59 -0.58
O -0.096 -3.193 0.631 -0.24 0.27 0.62
H 2.584 -2.041 3.278 -0.04 0.12 -0.01
H 2.208 -3.040 1.869 -0.02 0.00 0.03
H 2.170 -1.277 1.701 0.12 0.07 0.10
H -0.833 -3.430 4.054 0.05 0.19 0.02
H 0.253 -4.300 2.990 0.08 0.05 -0.12
H 0.885 -3.496 4.429 0.07 0.03 0.05
H 0.247 -0.877 4.664 0.93 -1.02 0.07
H 0.716 -0.036 3.300 -0.38 0.31 -0.48
H -1.929 -1.059 4.410 -0.24 -0.04 -0.13
H -1.537 0.631 4.083 0.34 -0.06 0.31
H -1.815 0.491 1.744 0.47 0.02 0.17
H -3.128 -0.328 2.488 -0.30 0.01 -0.28
H -3.737 -2.366 2.083 -0.37 -0.54 -0.05
H -2.415 -3.221 2.895 -0.08 0.26 0.02
H -2.824 -3.721 1.293 0.02 0.35 -0.38
H -3.361 -1.045 0.036 0.04 -0.37 -0.27
H -1.940 -1.986 -0.720 -0.70 -0.36 0.04
H -1.764 -0.360 -0.246 -0.08 0.35 -0.13
H 0.382 -2.691 -0.034 0.12 -0.36 -0.44
C 2.980 2.642 0.006 0.72 0.80 -1.27
C 1.854 1.680 -0.342 -1.11 -0.83 -0.33
C 2.461 0.325 -0.743 1.43 0.37 -1.11
C 0.944 1.379 0.861 0.43 0.56 0.61
C 0.078 2.568 1.280 -0.98 -0.86 -1.57
C -0.971 2.749 0.144 1.08 1.10 0.25
C -0.271 2.877 -1.275 -1.82 1.73 0.84
C -1.414 2.605 -2.282 -1.07 -0.79 0.20
C 0.116 4.378 -1.436 0.02 0.18 0.55
N 0.867 1.999 -1.418 -0.55 -0.70 -0.06
O 1.374 2.225 -2.723 0.63 0.03 0.63
H 2.707 3.633 0.368 -0.32 -0.33 0.65
H 3.770 2.150 0.574 -0.48 0.10 0.72
H 3.565 2.935 -0.866 -0.24 -0.25 -0.67
H 3.457 0.258 -0.305 -0.29 -0.70 0.76
H 1.837 -0.566 -0.674 -0.08 0.15 0.84
H 2.767 0.273 -1.788 -0.27 0.64 -0.39
H 0.375 0.503 0.546 -0.36 0.01 0.49
H 1.561 1.132 1.725 0.27 -0.39 -0.17
H -0.496 2.379 2.187 0.40 0.02 0.29
H 0.732 3.433 1.388 -0.28 0.16 0.17
H -1.536 3.661 0.335 0.23 0.50 -0.25
H -1.802 2.047 0.222 0.57 -0.83 -0.32
H -2.139 1.893 -1.888 0.50 -1.01 0.15
H -1.212 2.282 -3.303 0.45 0.33 0.08
H -2.154 3.406 -2.297 0.68 0.82 -0.33
H -0.756 5.016 -1.574 -0.22 -0.26 -0.22
H 0.804 4.590 -2.255 0.04 -0.27 0.09
H 0.516 4.753 -0.494 0.54 -0.06 0.01
H 1.028 1.435 -3.144 0.42 -0.04 -0.86
O 0.417 -0.342 -3.060 -0.24 0.00 -0.72
H 0.497 -1.266 -2.821 0.18 -0.75 0.02
H 0.342 0.116 -2.223 -0.23 0.56 0.87
O 0.553 -3.114 -2.465 0.04 0.25 0.12
H -0.143 -3.702 -2.759 -0.34 -0.12 -0.02
H 1.347 -3.648 -2.495 0.33 -0.09 -0.01
O 1.308 -0.652 -6.417 0.41 -0.27 -0.35
H 0.429 -0.644 -6.038 -0.40 0.42 0.12
H 1.892 -0.521 -5.670 0.14 0.08 0.18
O -1.397 -0.503 -5.216 -0.26 0.02 -0.61
H -0.945 -0.481 -4.372 0.34 0.21 0.72
H -1.225 -1.380 -5.558 -0.28 -0.37 -0.09

(7)
13
Properties=species:S:1:pos:R:3:forces:R:3 method="wB97M-V/def2-TZVPD" homo_lumo_gap_ev=12.08 multiplicity=1 charge=+2 total_energy_ev=-7673.855 e_above_lowest_kj_mol=205.82
C 0.518 -0.307 -2.244 2.15 -0.35 3.88
C -0.695 0.421 2.329 0.52 -0.32 -0.27
C -0.226 -0.371 -3.209 -1.26 0.54 -3.44
N -0.948 0.415 1.202 -3.16 3.30 -4.09
N 1.277 -0.318 -1.238 0.53 0.74 1.11
N -0.269 0.119 3.416 1.23 -1.13 4.54
H -1.194 -0.033 -3.419 -1.82 0.05 0.58
H 0.263 -0.435 -4.148 0.94 -0.54 -1.08
H -1.672 1.206 0.937 1.35 -1.99 0.00
H 1.646 0.605 -0.885 -0.13 -1.36 -0.58
H 1.483 -1.172 -0.671 -0.25 0.83 -0.83
H 0.463 0.498 3.974 1.08 1.29 -0.10
H -0.645 -0.627 3.956 -1.18 -1.05 0.29

(8)
70
Properties=species:S:1:pos:R:3:forces:R:3 method="wB97M-V/def2-TZVPD" homo_lumo_gap_ev=6.79 multiplicity=1 charge=0 total_energy_ev=-56140.261 smiles="CN(C)P(=O)(N(C)C)N(C)C.CN(C)P(=O)(N(C)C)N(C)C.C[PH3]C"
C 4.109 -1.919 -0.677 -0.29 -0.04 -0.07
N 4.630 -0.812 0.106 1.80 -1.37 -0.56
C 5.814 -0.266 -0.565 -0.07 0.15 0.42
P 3.633 0.394 0.783 -3.04 -6.06 -2.84
O 3.173 0.904 -0.604 1.17 3.19 1.66
N 2.104 -0.175 1.262 -1.49 0.84 0.17
C 1.721 -1.559 1.473 0.32 -0.06 0.87
C 0.938 0.579 0.798 0.09 0.34 -0.25
N 4.162 -0.194 2.378 1.61 2.17 1.10
C 4.485 0.949 3.239 -0.36 0.09 0.60
C 5.118 -1.266 2.638 0.45 -0.29 -0.44
H 4.915 -2.617 -0.943 0.06 0.37 0.01
H 3.619 -1.581 -1.593 -0.07 -0.10 -0.19
H 3.411 -2.526 -0.107 -0.16 0.16 0.06
H 6.329 0.441 0.097 -0.05 0.10 -0.02
H 5.550 0.264 -1.485 0.02 0.06 -0.04
H 6.541 -1.050 -0.809 -0.24 -0.06 0.12
H 1.430 -2.045 0.536 -0.02 0.05 -0.07
H 0.865 -1.621 2.154 -0.01 0.14 -0.08
H 2.506 -2.150 1.947 0.11 0.14 -0.15
H 0.667 0.306 -0.224 -0.14 0.06 -0.12
H 1.135 1.656 0.827 0.01 -0.28 -0.16
H 0.066 0.409 1.441 0.23 -0.22 0.00
H 5.429 1.413 2.933 0.05 0.04 0.24
H 4.556 0.655 4.291 0.04 -0.05 -0.15
H 3.698 1.708 3.175 -0.02 -0.03 -0.14
H 6.130 -1.008 2.308 0.04 -0.20 0.05
H 4.816 -2.209 2.172 0.05 0.40 -0.19
H 5.167 -1.485 3.711 -0.19 0.48 0.09
C -3.192 -1.520 2.265 0.14 -0.17 -0.17
N -3.937 -0.380 1.758 -0.36 -0.15 2.29
C -3.687 0.778 2.622 -0.33 0.06 -0.29
P -3.996 0.024 0.102 2.85 -6.35 2.14
O -2.477 0.320 0.038 -1.55 3.11 -1.49
N -3.943 -1.324 -0.932 0.57 -0.22 -1.73
C -4.201 -2.705 -0.569 -0.92 0.03 -0.07
C -2.965 -1.290 -2.020 0.22 0.40 0.03
N -5.741 -0.316 0.177 -1.25 2.59 -0.40
C -6.477 0.739 -0.529 -0.40 -0.16 -0.56
C -6.503 -0.712 1.358 0.19 0.05 0.67
H -3.359 -1.640 3.345 0.03 0.34 -0.15
H -2.119 -1.425 2.083 0.20 -0.10 0.07
H -3.541 -2.456 1.838 0.04 0.04 -0.22
H -4.379 1.591 2.370 0.05 0.06 -0.08
H -2.666 1.156 2.509 0.04 0.06 0.00
H -3.857 0.541 3.678 -0.03 -0.19 -0.19
H -3.308 -3.188 -0.157 0.08 0.03 0.00
H -4.509 -3.283 -1.447 0.09 0.12 -0.04
H -5.020 -2.812 0.145 0.13 0.20 0.06
H -1.970 -1.578 -1.673 0.20 0.02 -0.03
H -2.902 -0.286 -2.455 0.10 -0.22 0.23
H -3.249 -1.962 -2.839 -0.21 -0.05 0.29
H -6.483 1.666 0.053 -0.23 0.03 -0.08
H -7.510 0.441 -0.738 0.11 0.00 0.12
H -6.007 0.950 -1.496 0.13 -0.02 0.06
H -6.543 0.083 2.110 -0.09 -0.15 0.12
H -6.106 -1.623 1.817 0.21 0.38 -0.09
H -7.534 -0.961 1.085 0.07 0.29 -0.44
C 3.711 3.118 -3.663 1.57 0.74 -0.36
P 1.793 2.898 -3.780 0.11 0.38 0.18
C -0.119 2.905 -3.970 -2.12 0.13 -0.30
H 4.254 2.236 -3.119 -0.91 1.57 -1.15
H 3.970 4.134 -3.104 -0.53 -2.17 -0.98
H 4.089 3.266 -4.778 -0.45 -0.46 2.26
H 1.766 1.892 -2.744 0.05 0.45 -0.46
H 1.690 4.300 -3.392 0.03 -0.48 -0.15
H 1.885 2.443 -5.160 0.24 0.09 0.62
H -0.620 2.110 -3.243 0.83 1.74 -1.50
H -0.502 4.007 -3.718 0.56 -2.47 -0.42
H -0.454 2.668 -5.089 0.64 0.42 2.36